No. 1
10 unconnected molecules or ions with the total composition C14H48N4O16 in a non-equilibrium geometry. Source: the Open Molecules 2025 dataset; level of theory: ωB97M-V/def2-TZVPD.

XYZ file:
```
82
Properties=species:S:1:pos:R:3:forces:R:3
C 0.40013 0.21820 -0.31253 0.517 0.033 -0.380
O -0.17588 0.60553 -1.31218 -1.136 0.626 -1.483
N 0.76368 -0.99775 -0.03975 0.197 -5.259 -1.339
N 0.80760 0.89712 0.70648 0.444 3.902 2.288
H 1.48690 -1.08725 0.65957 -0.061 -0.899 -0.283
H 0.68794 -1.70352 -0.75825 0.070 -0.044 0.019
H 1.32095 0.34289 1.37686 -0.193 1.365 0.466
H 0.60687 1.88328 0.79192 0.319 0.170 0.513
C 1.61558 -0.90702 5.07462 2.904 0.024 -1.247
O 2.82493 -0.92252 4.83827 1.145 0.025 0.148
N 0.81348 -0.01505 4.63789 -2.875 3.704 -1.910
N 0.99736 -1.84199 5.71577 -0.525 -3.787 2.581
H 1.12863 0.84417 4.21065 -0.058 -0.078 -0.052
H -0.17384 -0.21716 4.70459 -0.042 0.559 -0.041
H -0.00999 -1.91350 5.73078 0.314 -0.043 0.309
H 1.63793 -2.52854 6.08783 -0.691 -0.275 -0.001
C 1.29619 0.61815 -4.40974 1.376 -1.029 -1.089
C 2.60426 1.30721 -4.16095 -0.902 -0.169 2.855
O 2.33186 2.70250 -4.10444 1.433 0.252 -0.733
O 0.99314 1.00635 -5.73511 -1.327 -0.258 -0.494
H 0.56024 0.76641 -3.61949 -0.253 0.844 -0.288
H 1.43598 -0.46242 -4.37947 0.159 -0.350 -0.182
H 3.42338 1.05108 -4.83291 -0.339 0.348 -0.487
H 2.91526 0.92944 -3.18695 0.484 0.242 0.466
H 1.45782 2.86727 -3.74317 -0.504 -0.136 0.314
H 1.64780 1.67808 -5.93957 -0.356 0.282 -0.237
C -2.62993 -1.03289 3.70370 1.969 -0.253 1.373
C -1.93338 -1.45535 2.44944 -0.179 -0.903 -1.504
O -1.71296 -2.86472 2.44900 -0.586 -0.551 1.310
O -1.80193 -1.60612 4.81649 -1.482 0.822 -0.815
H -3.67068 -1.35178 3.76062 0.121 -0.242 0.091
H -2.56622 0.05028 3.80760 -0.136 0.030 -0.001
H -0.93056 -1.06714 2.27132 -0.323 1.080 0.234
H -2.62315 -1.26106 1.62811 0.208 0.594 -0.361
H -1.22492 -3.13318 1.66711 -0.040 0.050 -0.403
H -1.56759 -2.44441 4.41157 0.241 -0.633 -0.001
C -3.34098 2.94627 0.28445 2.455 -1.171 0.585
C -2.79969 1.50495 0.62634 -1.517 0.658 0.147
O -2.72510 0.67073 -0.49977 -0.370 -0.215 0.063
O -2.37171 3.65330 -0.49646 -0.938 -0.077 -0.753
H -3.42334 3.47390 1.23467 -0.591 0.012 0.149
H -4.28178 2.86057 -0.25928 0.175 0.212 -0.049
H -3.51976 1.04709 1.30453 -0.411 0.040 0.277
H -1.87712 1.49179 1.20668 0.316 0.537 -0.189
H -1.79136 0.50228 -0.64588 0.340 0.165 -0.780
H -1.54238 3.73450 -0.01979 0.185 0.077 0.589
C 3.39792 -2.66034 -2.23383 0.615 -2.522 -0.889
C 2.28424 -3.67190 -2.47287 1.420 -0.722 0.969
O 1.15323 -2.89680 -2.51324 -1.957 0.037 -0.884
O 4.65978 -3.41610 -2.43734 -0.611 1.616 -0.090
H 3.20957 -2.12154 -1.30522 0.666 -0.229 0.311
H 3.26156 -1.93904 -3.03958 0.709 0.013 -0.048
H 2.19525 -4.46740 -1.73304 0.187 0.255 1.043
H 2.44186 -4.33540 -3.32317 0.224 0.792 -0.895
H 0.62518 -3.33279 -3.18606 -0.758 0.532 0.096
H 4.95159 -3.95088 -1.69542 -0.493 0.277 0.386
C 1.22156 4.90674 1.37704 -1.158 0.035 -1.797
C 1.33868 5.22266 -0.12346 -0.632 -0.508 -0.485
O 0.10158 5.76033 -0.73685 1.157 -0.381 1.273
O 0.24747 3.78812 1.51359 1.779 1.761 -0.707
H 0.91737 5.82901 1.87199 -0.591 -0.242 0.261
H 2.22484 4.72027 1.76014 -0.062 -0.709 0.014
H 1.58567 4.30838 -0.66309 -0.072 -0.295 0.057
H 2.19380 5.87183 -0.31175 -0.086 0.493 0.218
H 0.34287 6.04993 -1.61976 0.054 -0.038 -0.103
H -0.07245 3.88181 2.41385 -0.545 -0.377 1.075
C -3.72937 -3.31887 -1.18492 -0.578 1.872 1.265
C -2.26752 -2.83910 -1.00716 -0.072 -1.750 -1.228
O -1.45104 -3.75969 -0.22329 -0.498 1.116 -0.463
O -4.02142 -4.58418 -1.77450 0.922 0.228 0.003
H -4.20109 -2.46246 -1.66672 -0.076 -0.158 -0.863
H -4.26792 -3.25860 -0.23918 0.332 -0.471 0.530
H -2.16247 -1.79346 -0.71782 -0.441 -0.290 1.032
H -1.87475 -2.75252 -2.02024 0.427 -0.485 -0.336
H -1.70752 -4.63856 -0.51210 0.006 -0.165 0.004
H -4.62015 -4.47395 -2.51677 0.142 0.168 0.007
O 2.86764 -1.24280 1.77968 0.054 -0.005 -0.420
H 3.50629 -1.95578 1.77628 0.120 -0.213 0.021
H 3.00696 -0.79980 2.61669 0.038 0.200 0.976
O -0.62695 3.22926 -2.85784 0.602 0.175 -0.752
H -0.78521 2.38801 -2.42948 -0.088 -0.418 0.417
H -1.01075 3.87604 -2.26572 -0.273 0.127 0.328
```
Forces are in eV/Å.

Its lowest unoccupied orbital energy (spin up / spin down) is 0.071 / 0.069 Eh. Its charge is -1. As for the multiplicity: 2.

---

No. 2
10 unconnected molecules or ions with the total composition C14H48O10 in a non-equilibrium geometry. Source: the Open Molecules 2025 dataset; level of theory: ωB97M-V/def2-TZVPD.

XYZ file:
```
72
Properties=species:S:1:pos:R:3:forces:R:3
O -0.02318 -2.39817 -2.67440 0.454 -0.287 -0.181
H -0.60900 -2.96615 -2.17396 -0.216 -0.144 0.066
H -0.37346 -1.51704 -2.54342 -0.361 0.481 0.110
O -4.66721 0.54173 -1.41184 -0.268 -0.086 0.192
H -4.60404 -0.40744 -1.30552 0.153 -0.371 0.156
H -5.38364 0.66633 -2.03429 -0.323 -0.015 -0.167
C 1.18148 -4.12715 0.16839 0.589 -0.503 0.739
C 0.30273 -4.81941 1.20990 -1.138 0.936 -0.137
C -0.36735 -3.79107 2.14175 0.911 -0.125 -0.080
O -0.77347 -5.52350 0.57673 0.101 -0.255 0.061
H 2.02528 -3.65801 0.67437 -0.031 0.327 0.199
H 0.67867 -3.36948 -0.43262 -0.063 -0.320 -0.078
H 1.67598 -4.90965 -0.40715 -0.311 0.117 -0.607
H 0.92916 -5.51283 1.77102 -0.050 -0.053 0.228
H -0.90254 -4.19202 3.00250 0.140 -0.359 -0.113
H -1.06799 -3.14959 1.60721 0.114 -0.021 -0.276
H 0.46600 -3.18788 2.50201 -0.218 0.351 0.274
H -0.46512 -6.40427 0.35141 -0.034 -0.052 -0.161
C 3.22536 -1.06990 -1.15061 -0.347 -0.307 -0.599
C 4.50460 -1.56601 -0.48037 0.718 2.281 -1.097
C 5.80724 -0.95492 -1.14447 -0.867 -1.314 -0.342
O 4.52080 -1.11352 0.85804 -0.160 -0.966 0.819
H 2.84862 -0.09534 -0.84010 0.603 0.288 0.154
H 2.37580 -1.72374 -0.95346 0.110 -0.254 -0.012
H 3.37243 -1.05502 -2.23055 -0.175 0.032 -0.124
H 4.47673 -2.64830 -0.60684 0.464 -0.060 0.778
H 6.70620 -1.31126 -0.64148 -0.127 0.073 0.221
H 5.81715 0.13441 -1.18144 -0.251 0.047 0.231
H 5.87745 -1.31158 -2.17207 0.021 0.064 -0.180
H 4.49270 -0.15617 0.79250 -0.022 0.120 0.149
C 0.14662 1.21915 -0.31150 0.334 0.625 0.173
C -0.85032 0.05927 -0.26127 -0.859 1.369 1.132
C -1.93446 0.17841 0.84907 0.877 0.499 0.893
O -1.49188 -0.10423 -1.49651 0.429 -1.178 -1.030
H 0.69652 1.37168 0.61718 -0.236 -0.194 0.376
H -0.29948 2.18256 -0.55837 -0.447 -0.035 0.009
H 0.95767 1.10329 -1.03044 -0.277 -0.521 -0.329
H -0.25547 -0.81727 -0.00449 -0.218 -0.416 -0.429
H -2.50692 -0.73970 0.98132 0.171 -0.048 -0.090
H -2.63180 1.01469 0.89838 -0.221 0.193 -1.376
H -1.44888 0.45101 1.78609 0.487 -0.765 0.361
H -2.25088 0.47356 -1.60464 0.046 0.518 0.244
C -3.35572 2.24910 -3.52227 0.204 -0.775 0.115
O -3.06571 2.51160 -2.15289 0.016 0.585 -0.506
H -2.80906 1.35606 -3.82515 0.310 0.003 -0.309
H -4.39992 1.96136 -3.64454 -0.214 0.428 -0.193
H -3.09629 3.07376 -4.18614 -0.050 0.088 0.286
H -3.77575 2.05803 -1.69277 0.190 0.004 0.511
C -4.91342 -2.41115 1.85560 -0.286 -0.228 1.030
O -4.87918 -3.43303 0.91280 0.078 -0.324 -1.582
H -5.57534 -2.77194 2.64287 0.100 0.497 0.602
H -3.91815 -2.19129 2.24187 0.004 0.160 0.197
H -5.35448 -1.49565 1.46137 0.091 -0.164 -0.365
H -4.37495 -4.18184 1.23935 0.050 0.094 0.102
C -1.53612 4.36373 1.41005 0.030 -0.134 0.442
O -1.30957 4.81652 2.72071 0.037 0.754 0.177
H -1.61999 3.28005 1.49192 -0.515 -0.159 -0.757
H -2.42093 4.88761 1.04846 -0.140 -0.487 -0.060
H -0.72896 4.59426 0.71474 0.281 0.121 -0.075
H -0.52900 4.37535 3.06374 0.268 -0.098 0.354
C 1.88837 4.10928 2.47892 0.937 -0.720 0.052
O 1.25055 3.74917 3.69318 -0.847 0.770 0.390
H 2.86093 3.61723 2.48918 0.080 0.032 -0.586
H 1.31209 3.80897 1.60381 0.014 -0.142 0.017
H 2.08601 5.17885 2.40796 -0.357 0.020 0.438
H 1.38894 2.82933 3.93056 0.189 0.010 -0.346
C 3.02204 2.98015 -1.84635 -1.730 0.197 -0.019
O 2.75765 3.40303 -0.49844 0.805 -0.137 -0.026
H 2.00691 2.98754 -2.24328 0.213 -0.283 -1.045
H 3.62350 3.67714 -2.42991 0.275 -0.049 0.260
H 3.36369 1.94838 -1.92898 0.366 0.181 0.390
H 1.92375 3.87288 -0.57243 0.101 0.084 0.349
```
Forces are in eV/Å.

The structure (SMILES) is CC(C)O.CC(C)O.CC(C)O.CO.CO.CO.CO.CO.O.O. For the relative energy (zero: lowest compared OMol25 entry of this formula, charge and spin), the calculation gives 282.05 kJ/mol. Its lowest unoccupied orbital energy is 0.009 Eh. Its charge is 0.